Record 1
82
Properties=species:S:1:pos:R:3 method="wB97M-V/def2-TZVPD" fmax_ev_per_a=2.84 energy_ev=-64486.9434 orbital_gap_ev=9.40 charge=+1 homo_ev=-11.93
C 2.180 2.664 2.106
C 1.677 2.824 1.015
C 1.080 2.923 -0.444
C 1.064 1.427 -0.993
N -0.080 1.090 -1.896
C -0.230 -0.418 -1.876
C -0.909 -0.979 -0.554
C -0.037 -2.090 0.186
F 1.000 -1.514 0.981
C -1.350 1.842 -1.613
B -1.571 2.955 -2.793
O -2.890 3.278 -3.271
O -0.506 3.676 -3.367
C -1.280 2.614 -0.209
C -2.664 3.293 0.187
C -3.724 2.159 0.530
C -4.654 1.726 -0.688
C -6.187 1.655 -0.344
F -6.445 1.104 0.909
F -6.685 2.972 -0.429
C -7.017 0.811 -1.437
F -8.175 1.493 -1.773
F -6.311 0.602 -2.610
F -7.362 -0.431 -0.934
O -0.203 3.555 -0.310
H 2.805 2.185 2.903
H 1.822 3.533 -1.033
H 2.010 1.303 -1.616
H 1.191 0.739 -0.109
H 0.231 1.310 -2.860
H 0.832 -0.825 -1.908
H -0.811 -0.819 -2.753
H -1.139 -0.198 0.226
H -1.899 -1.465 -0.819
H -0.735 -2.603 0.922
H 0.356 -2.884 -0.509
H -2.235 1.145 -1.700
H -3.019 4.203 -2.955
H -0.849 4.255 -4.079
H -1.036 1.917 0.663
H -3.018 4.065 -0.553
H -2.462 3.847 1.156
H -3.118 1.254 0.869
H -4.359 2.434 1.429
H -4.509 2.492 -1.508
H -4.351 0.723 -1.124
O -0.588 2.386 2.828
C -0.724 2.037 3.971
O -0.131 0.936 4.499
C -0.588 0.747 5.848
C -1.076 2.107 6.297
C -1.594 2.708 5.004
H -1.385 -0.001 5.844
H 0.234 0.383 6.465
H -1.824 2.056 7.089
H -0.235 2.700 6.666
H -2.637 2.441 4.819
H -1.465 3.789 4.982
O 4.452 1.225 -0.984
C 4.656 0.069 -0.714
O 5.259 -0.806 -1.553
C 5.243 -2.121 -0.967
C 5.082 -1.890 0.518
C 4.247 -0.626 0.562
H 4.410 -2.681 -1.392
H 6.174 -2.638 -1.201
H 4.629 -2.735 1.038
H 6.059 -1.700 0.973
H 3.178 -0.844 0.521
H 4.483 -0.016 1.433
O 3.042 -4.024 -0.738
C 3.220 -4.912 -1.534
O 4.008 -4.794 -2.630
C 3.916 -5.991 -3.419
C 3.449 -7.063 -2.460
C 2.583 -6.278 -1.493
H 3.203 -5.819 -4.230
H 4.890 -6.222 -3.850
H 2.927 -7.884 -2.952
H 4.307 -7.482 -1.926
H 1.550 -6.200 -1.842
H 2.618 -6.697 -0.488

Record 2
72
Properties=species:S:1:pos:R:3 method="wB97M-V/def2-TZVPD" fmax_ev_per_a=4.27 energy_ev=-39812.1793 orbital_gap_ev=9.76 charge=0 homo_ev=-9.94
O 2.295 4.398 -3.626
H 1.417 4.763 -3.729
H 2.255 3.547 -4.063
O -2.965 1.635 1.372
H -3.291 0.739 1.284
H -2.306 1.719 0.683
O -1.371 2.493 -0.790
H -1.187 3.317 -0.339
H -0.520 2.206 -1.120
O 4.184 3.611 -1.977
H 4.859 3.600 -2.655
H 3.427 4.018 -2.398
O 4.556 0.947 -1.713
H 4.299 0.431 -0.949
H 4.487 1.857 -1.423
O -2.981 -0.078 -3.013
H -2.600 0.403 -2.278
H -2.463 0.191 -3.771
O 4.290 -0.848 0.278
H 4.302 -0.529 1.181
H 4.458 -1.787 0.352
O 3.171 -2.686 -1.834
H 3.161 -3.232 -1.048
H 3.568 -1.863 -1.550
O 2.480 1.684 -4.149
H 3.206 1.218 -3.734
H 2.461 1.350 -5.045
C -2.429 -3.447 -1.256
C -3.819 -3.067 -1.671
O -4.603 -4.130 -1.512
H -1.775 -2.636 -1.577
H -2.243 -4.367 -1.809
H -2.262 -3.504 -0.180
H -3.723 -2.857 -2.737
H -4.193 -2.168 -1.180
H -5.312 -4.162 -2.158
C -3.974 -2.172 3.315
C -4.347 -1.221 2.098
O -3.281 -1.126 1.121
H -4.385 -3.179 3.248
H -4.509 -1.682 4.129
H -2.903 -2.111 3.508
H -4.510 -0.213 2.479
H -5.283 -1.482 1.605
H -2.973 -1.964 0.770
C 2.523 2.979 0.989
C 1.165 2.723 1.571
O 0.571 3.980 1.883
H 3.046 3.484 1.802
H 2.515 3.677 0.152
H 2.996 2.053 0.661
H 1.178 2.089 2.458
H 0.472 2.162 0.944
H 1.124 4.452 2.510
C 0.565 -1.587 2.838
C -0.240 -1.934 4.059
O 0.503 -1.788 5.255
H 0.315 -2.212 1.980
H 1.616 -1.779 3.055
H 0.485 -0.530 2.586
H -0.705 -2.913 3.942
H -1.136 -1.320 4.155
H 0.786 -0.871 5.290
C -0.103 -0.485 -0.352
C 1.079 -0.049 -1.204
O 0.964 1.358 -1.599
H -0.056 -1.518 -0.008
H -1.103 -0.352 -0.765
H -0.139 0.176 0.513
H 1.200 -0.732 -2.045
H 1.995 -0.259 -0.652
H 1.716 1.578 -2.154

Number 1: molecular weight 634.40 g/mol. Number 2: molecular weight 392.48 g/mol.